Entry 1:
{
  "formula": "C3H6Br2O",
  "method": "ωB97M-V with the def2-TZVPD basis set",
  "symbols": ["C", "C", "C", "O", "Br", "Br", "H", "H", "H", "H", "H", "H"],
  "xyz": [[1.273395, -0.880090, 0.479938], [0.916208, 0.337264, -0.337864], [-1.869916, 0.117633, -0.671045], [0.840769, 1.594841, 0.036153], [-2.122662, 1.801333, 0.172355], [-2.279978, -1.482910, 0.390780], [1.038641, -1.798166, 0.016479], [1.011225, -0.892850, 1.443328], [2.359297, -0.712945, 0.429978], [0.871757, 0.206420, -1.397004], [-2.597059, -0.096567, -1.506221], [0.558328, 1.806041, 0.943127]],
  "forces_ev_per_a": [[1.846, 2.580, -3.377], [-2.593, -0.854, 0.335], [0.400, -1.228, -0.599], [0.576, -0.199, -0.130], [-0.526, -0.108, 0.107], [0.179, 0.342, 0.374], [-0.408, -0.764, -0.777], [-1.299, 0.229, 3.743], [0.315, -0.694, 0.327], [0.383, 0.241, -0.524], [1.080, 1.067, 0.600], [0.046, -0.613, -0.079]],
  "mulliken_charge": [-1.0729, 0.0257, -0.4049, -0.4170, -0.1216, -0.1770, 0.3253, 0.4012, 0.3454, 0.4803, 0.2618, 0.3537],
  "relative_energy_kcal_mol": 87.4,
  "multiplicity": 1,
  "gap_ev": [8.09, 6.57],
  "lumo_energy_ev": [0.38, -0.52],
  "homo_energy_ev": [-7.72, -7.09]
}

=====

Entry 2:
{
  "formula": "C6H6N3O2",
  "method": "ωB97M-V with the def2-TZVPD basis set",
  "symbols": ["C", "C", "C", "C", "C", "C", "N", "N", "N", "O", "O", "H", "H", "H", "H", "H", "H"],
  "xyz": [[-2.426380, 0.411144, 0.408105], [-0.406172, -0.319649, 0.232349], [-0.151336, 2.734969, -0.539215], [1.997948, -1.262147, -0.207748], [1.386196, -2.053362, 0.920528], [0.523508, -1.253571, 0.024708], [-1.561137, -0.465605, 0.967163], [-2.062805, 1.145847, -0.625613], [-0.656707, 0.797302, -0.709738], [-0.151263, 2.934238, -1.717885], [-0.089555, 3.021826, 0.569754], [-3.476300, 0.594316, 0.746897], [2.596615, -0.243553, -0.250646], [2.078372, -1.936365, -1.043428], [1.354957, -3.070235, 0.953022], [1.394441, -1.734612, 1.981909], [-0.350385, 0.699456, -1.710162]],
  "forces_ev_per_a": [[-0.573, 0.534, -0.271], [-3.014, 0.657, -1.686], [-0.231, -0.013, -3.724], [-0.225, 1.629, -1.148], [-0.723, 3.123, 1.979], [1.692, -0.203, 0.632], [-0.107, 0.862, 0.158], [0.484, -1.012, 0.756], [0.461, -0.972, -0.440], [0.422, 0.451, 0.610], [0.311, 0.523, 2.807], [1.024, -0.553, -0.004], [-0.958, -2.447, 0.609], [1.282, 0.124, -0.547], [0.171, -2.939, -0.711], [0.436, 0.408, -0.673], [-0.453, -0.174, 1.651]],
  "mulliken_charge": [0.1016, 0.3714, 0.8160, -0.4174, -0.8613, 0.0291, -0.7504, -0.7823, -0.0900, -0.5453, -0.4440, 0.3608, 0.2130, 0.2173, 0.2065, 0.1953, 0.3797],
  "relative_energy_kcal_mol": 83.2,
  "multiplicity": 1,
  "charge": -1,
  "gap_ev": 6.53,
  "lumo_energy_ev": 3.84,
  "homo_energy_ev": -2.69
}

=====

Entry 3:
{
  "formula": "C5H7ClN4",
  "method": "ωB97M-V with the def2-TZVPD basis set",
  "symbols": ["C", "C", "C", "C", "C", "N", "N", "N", "N", "Cl", "H", "H", "H", "H", "H", "H", "H"],
  "xyz": [[3.129513, 0.770073, 0.167453], [-0.018698, -1.252840, -1.569092], [-0.595439, 0.917784, 0.274602], [0.557020, 0.286575, 0.118617], [1.747435, 0.844346, 0.790244], [4.113513, 0.455827, -0.363799], [0.593132, -0.896964, -0.527561], [-2.394408, -1.158168, 0.833028], [-1.748307, 0.527203, -0.247371], [-3.036661, 1.501656, 0.139573], [0.079928, -2.255701, -1.915918], [-0.706582, -0.629612, -2.081184], [-0.782716, 1.750481, 1.014825], [2.024063, 0.152974, 1.617353], [1.629032, 1.849307, 1.302874], [-1.580324, -1.697035, 0.443226], [-3.010493, -1.165910, 0.003125]],
  "forces_ev_per_a": [[-0.484, -0.701, -1.531], [-0.045, 0.169, 0.566], [-2.263, 3.299, 2.708], [0.653, 0.383, -1.105], [2.976, 0.191, 2.069], [-1.166, 0.766, 0.902], [1.699, -1.377, -0.055], [0.978, 0.030, -1.516], [-0.730, -1.914, -0.984], [-0.685, 0.877, 0.134], [0.184, -0.765, -0.115], [-0.409, 0.832, -0.730], [1.189, -0.634, -0.719], [-0.716, 0.232, 0.124], [-0.241, -1.192, -0.989], [-0.776, 0.194, 0.652], [-0.163, -0.392, 0.589]],
  "mulliken_charge": [0.1570, -0.3672, 0.1734, 0.2230, -0.5581, -0.4167, -0.4214, -0.4846, -0.3062, -0.0783, 0.3059, 0.3313, 0.3308, 0.2193, 0.3525, 0.2564, 0.2828],
  "relative_energy_kcal_mol": 93.5,
  "multiplicity": 1,
  "gap_ev": [8.13, 7.70],
  "lumo_energy_ev": [-0.53, -1.53],
  "homo_energy_ev": [-8.66, -9.23]
}

=====

Entry 4:
{
  "formula": "C2H3NO2",
  "method": "ωB97M-V with the def2-TZVPD basis set",
  "symbols": ["C", "O", "O", "N", "C", "H", "H", "H"],
  "xyz": [[0.734516, -0.920980, -0.111554], [1.284433, -0.692277, -1.140479], [1.333958, -0.863232, 1.074816], [-1.307425, 1.576845, -0.545408], [-0.473858, 1.289042, 0.205469], [0.727567, -0.967193, 1.818319], [-0.322865, -1.261805, -0.062545], [-1.976326, 1.839601, -1.238617]],
  "forces_ev_per_a": [[-0.853, -0.697, -0.031], [0.357, 0.021, -0.179], [0.793, -0.028, 0.410], [-0.351, 0.210, -0.389], [-0.131, 0.454, 0.413], [-0.167, -0.013, -0.292], [0.305, 0.075, 0.041], [0.048, -0.022, 0.028]],
  "mulliken_charge": [0.1067, -0.4791, -0.4347, -0.1491, -0.1069, 0.3574, 0.4051, 0.3007],
  "relative_energy_kcal_mol": 41.7,
  "multiplicity": 1,
  "gap_ev": 11.27,
  "lumo_energy_ev": 0.85,
  "homo_energy_ev": -10.43
}

=====

Copy entry 1 word for word.
{
  "formula": "C3H6Br2O",
  "method": "ωB97M-V with the def2-TZVPD basis set",
  "symbols": ["C", "C", "C", "O", "Br", "Br", "H", "H", "H", "H", "H", "H"],
  "xyz": [[1.273395, -0.880090, 0.479938], [0.916208, 0.337264, -0.337864], [-1.869916, 0.117633, -0.671045], [0.840769, 1.594841, 0.036153], [-2.122662, 1.801333, 0.172355], [-2.279978, -1.482910, 0.390780], [1.038641, -1.798166, 0.016479], [1.011225, -0.892850, 1.443328], [2.359297, -0.712945, 0.429978], [0.871757, 0.206420, -1.397004], [-2.597059, -0.096567, -1.506221], [0.558328, 1.806041, 0.943127]],
  "forces_ev_per_a": [[1.846, 2.580, -3.377], [-2.593, -0.854, 0.335], [0.400, -1.228, -0.599], [0.576, -0.199, -0.130], [-0.526, -0.108, 0.107], [0.179, 0.342, 0.374], [-0.408, -0.764, -0.777], [-1.299, 0.229, 3.743], [0.315, -0.694, 0.327], [0.383, 0.241, -0.524], [1.080, 1.067, 0.600], [0.046, -0.613, -0.079]],
  "mulliken_charge": [-1.0729, 0.0257, -0.4049, -0.4170, -0.1216, -0.1770, 0.3253, 0.4012, 0.3454, 0.4803, 0.2618, 0.3537],
  "relative_energy_kcal_mol": 87.4,
  "multiplicity": 1,
  "gap_ev": [8.09, 6.57],
  "lumo_energy_ev": [0.38, -0.52],
  "homo_energy_ev": [-7.72, -7.09]
}